No. 1
The following is a quantum chemistry calculation of a 11-piece molecular cluster, C42H108O26P2 overall in a non-equilibrium geometry, from OMol25.

Calculated values
**Relative energy (zero: lowest compared OMol25 entry of this formula, charge and spin)**: 0.0 kJ/mol
**Multiplicity**: 1
**Total charge**: 0
**Frontier orbital gap**: 9.34 eV

The geometry in XYZ format:
```
178
C42H108O26P2 wB97M-V/def2-TZVPD
C 17.17 -12.32 -17.21
O 17.79 -11.14 -16.56
P 19.21 -11.25 -15.70
O 20.37 -11.46 -16.60
O 19.30 -9.90 -14.77
C 18.47 -9.58 -13.67
O 18.96 -12.50 -14.73
C 20.04 -13.22 -14.10
H 17.77 -13.20 -16.99
H 17.04 -12.13 -18.27
H 16.16 -12.45 -16.82
H 18.94 -9.78 -12.70
H 17.63 -10.27 -13.63
H 18.12 -8.57 -13.88
H 20.99 -12.73 -14.28
H 19.97 -14.25 -14.46
H 19.88 -13.23 -13.02
C 20.04 -1.72 -22.32
O 20.29 -2.68 -21.24
P 21.78 -2.81 -20.71
O 22.76 -2.76 -21.74
O 21.68 -4.18 -19.81
C 21.52 -5.42 -20.53
O 21.88 -1.57 -19.61
C 23.05 -1.33 -18.91
H 20.72 -0.87 -22.31
H 19.08 -1.24 -22.16
H 20.11 -2.22 -23.29
H 21.48 -6.24 -19.81
H 22.41 -5.63 -21.12
H 20.59 -5.48 -21.08
H 23.83 -2.03 -19.19
H 22.87 -1.49 -17.85
H 23.41 -0.30 -18.96
C 20.46 -7.01 -23.45
O 20.65 -7.41 -24.76
C 19.49 -7.37 -25.54
C 19.75 -8.05 -26.85
O 20.27 -7.12 -27.77
C 21.57 -6.64 -27.54
H 21.47 -6.97 -23.03
H 19.96 -7.88 -23.03
H 19.94 -6.07 -23.28
H 19.13 -6.34 -25.63
H 18.71 -7.94 -25.05
H 18.78 -8.40 -27.21
H 20.42 -8.90 -26.73
H 21.99 -6.39 -28.52
H 22.25 -7.40 -27.14
H 21.52 -5.88 -26.76
C 17.79 -10.99 -28.09
O 17.92 -10.66 -26.75
C 17.68 -11.80 -25.91
C 18.21 -11.69 -24.50
O 19.68 -11.51 -24.53
C 20.41 -11.36 -23.34
H 16.79 -11.31 -28.37
H 18.49 -11.81 -28.26
H 18.12 -10.20 -28.77
H 18.05 -12.73 -26.33
H 16.62 -12.01 -26.07
H 18.04 -12.60 -23.93
H 17.83 -10.80 -24.00
H 20.33 -12.19 -22.63
H 20.12 -10.49 -22.76
H 21.48 -11.33 -23.56
C 24.47 -5.70 -18.99
O 25.59 -6.29 -18.40
C 25.23 -7.00 -17.18
C 26.43 -6.75 -16.22
O 26.06 -7.29 -14.92
C 26.39 -8.67 -14.90
H 23.88 -6.47 -19.49
H 24.73 -5.00 -19.78
H 23.93 -5.16 -18.21
H 25.06 -8.05 -17.40
H 24.31 -6.62 -16.72
H 26.59 -5.67 -16.10
H 27.40 -7.18 -16.48
H 27.43 -8.82 -14.60
H 26.27 -9.25 -15.81
H 25.79 -9.05 -14.07
C 26.29 -9.87 -19.36
O 27.35 -9.03 -19.83
C 27.04 -8.52 -21.09
C 28.21 -7.76 -21.87
O 28.52 -6.41 -21.40
C 27.52 -5.43 -21.76
H 26.54 -10.36 -18.41
H 25.98 -10.70 -19.99
H 25.32 -9.38 -19.25
H 26.27 -7.79 -20.84
H 26.60 -9.28 -21.73
H 28.18 -7.80 -22.96
H 29.13 -8.31 -21.63
H 26.58 -5.45 -21.20
H 27.26 -5.28 -22.80
H 27.93 -4.47 -21.44
C 20.36 -7.84 -17.52
O 21.80 -7.95 -17.64
C 22.28 -9.13 -18.23
C 21.70 -9.37 -19.65
O 22.25 -8.38 -20.52
C 23.14 -8.83 -21.59
H 19.88 -8.78 -17.24
H 19.93 -7.59 -18.49
H 19.89 -7.14 -16.83
H 22.26 -10.05 -17.65
H 23.36 -9.01 -18.34
H 20.61 -9.40 -19.68
H 22.03 -10.33 -20.06
H 23.56 -7.99 -22.13
H 22.50 -9.35 -22.31
H 23.92 -9.44 -21.12
C 17.60 -8.19 -21.45
O 17.93 -6.94 -20.83
C 16.98 -5.96 -20.87
C 17.49 -4.82 -21.63
O 17.39 -5.19 -23.03
C 17.71 -4.07 -23.89
H 18.47 -8.83 -21.26
H 17.48 -8.08 -22.53
H 16.70 -8.68 -21.08
H 16.91 -5.81 -19.80
H 15.97 -6.33 -21.09
H 18.51 -4.47 -21.44
H 16.88 -3.94 -21.42
H 18.78 -3.98 -23.73
H 17.32 -3.12 -23.53
H 17.39 -4.22 -24.93
C 17.44 -5.32 -14.32
O 17.58 -6.36 -13.32
C 18.36 -5.90 -12.25
C 17.60 -5.15 -11.12
O 16.51 -5.97 -10.67
C 15.89 -5.43 -9.42
H 18.16 -5.39 -15.12
H 17.47 -4.27 -14.00
H 16.46 -5.37 -14.80
H 19.21 -5.35 -12.67
H 18.78 -6.82 -11.83
H 17.30 -4.22 -11.61
H 18.28 -4.91 -10.30
H 14.81 -5.57 -9.48
H 16.15 -4.39 -9.23
H 16.19 -6.03 -8.56
C 25.34 -10.54 -24.34
O 25.63 -9.14 -24.17
C 25.37 -8.27 -25.27
C 24.46 -7.11 -24.78
O 25.08 -6.46 -23.67
C 24.53 -5.08 -23.51
H 24.27 -10.75 -24.35
H 25.72 -10.95 -23.41
H 25.79 -11.07 -25.18
H 24.83 -8.77 -26.07
H 26.20 -7.79 -25.78
H 23.45 -7.45 -24.56
H 24.35 -6.50 -25.67
H 24.95 -4.46 -22.71
H 23.45 -5.14 -23.38
H 24.87 -4.53 -24.39
C 21.35 -5.21 -14.90
O 20.56 -4.08 -15.05
C 20.48 -3.54 -16.42
C 19.82 -2.11 -16.41
O 20.79 -1.13 -16.13
C 20.23 0.21 -15.95
H 22.38 -4.91 -15.05
H 20.89 -5.97 -15.53
H 21.34 -5.61 -13.88
H 20.06 -4.29 -17.10
H 21.51 -3.35 -16.73
H 18.96 -2.09 -15.74
H 19.43 -1.84 -17.39
H 20.95 0.93 -16.33
H 19.96 0.39 -14.91
H 19.31 0.23 -16.54
```

***

No. 2
The following is a quantum chemistry calculation of a single C3H7BO3 molecule in a non-equilibrium geometry, from OMol25.

Calculated values
**Relative energy (zero: lowest compared OMol25 entry of this formula, charge and spin)**: 140.7 kJ/mol
**Multiplicity**: 1
**Total charge**: 0
**Frontier orbital gap**: 9.14 eV

The geometry in XYZ format:
```
14
C3H7BO3 wB97M-V/def2-TZVPD
C -1.33 0.68 2.47
O -1.30 -0.21 1.38
C -0.31 0.02 0.48
C -0.20 -0.77 -0.58
B 0.91 -0.60 -1.70
O 1.82 0.39 -1.62
O 0.87 -1.31 -2.85
H -1.14 1.69 2.16
H -0.40 0.54 3.12
H -2.04 0.51 3.18
H 0.28 1.00 0.56
H -1.01 -1.50 -0.75
H 2.22 0.73 -2.37
H 1.62 -1.19 -3.47
```

***

No. 3
The following is a quantum chemistry calculation of a single C18H23F2N5O3S molecule, from OMol25.

Calculated values
**Relative energy (zero: lowest compared OMol25 entry of this formula, charge and spin)**: 9.0 kJ/mol
**Multiplicity**: 1
**Total charge**: 0
**Frontier orbital gap**: 7.97 eV

The geometry in XYZ format:
```
52
C18H23F2N5O3S wB97M-V/def2-TZVPD
H -6.09 -4.30 -4.28
N -5.21 -4.82 -4.35
C -4.21 -4.10 -4.05
N -4.13 -2.78 -3.65
C -2.85 -2.31 -3.39
C -2.69 -0.93 -2.95
N -3.76 -0.23 -2.90
O -3.56 1.05 -2.42
C -4.78 1.77 -2.49
C -1.29 -0.46 -2.59
O -0.35 -0.68 -3.33
N -1.19 0.20 -1.41
C 0.06 0.71 -0.96
C 0.16 2.15 -0.53
C 0.85 1.70 -1.77
C 2.31 1.30 -1.64
N 2.33 0.42 -0.47
C 3.20 0.70 0.56
O 4.07 1.55 0.46
C 3.05 -0.10 1.84
C 2.29 0.70 2.89
C 2.28 0.01 4.25
C 3.64 0.09 4.99
C 3.03 1.15 5.90
F 3.21 0.98 7.23
F 3.46 2.41 5.62
C 1.63 0.86 5.37
C 1.05 -0.25 -0.33
C -1.89 -3.23 -3.57
S -2.56 -4.75 -4.08
H -4.94 -2.19 -3.57
H -4.57 2.76 -2.09
H -5.12 1.86 -3.53
H -5.55 1.28 -1.89
H -2.03 0.42 -0.90
H -0.73 2.75 -0.64
H 0.76 2.38 0.35
H 0.49 2.01 -2.74
H 2.61 0.75 -2.54
H 2.99 2.13 -1.48
H 2.58 -1.07 1.68
H 4.07 -0.28 2.18
H 2.75 1.69 2.99
H 1.26 0.86 2.57
H 1.87 -0.99 4.15
H 3.89 -0.81 5.56
H 4.51 0.41 4.42
H 1.05 1.73 5.07
H 1.06 0.28 6.09
H 0.82 -0.47 0.71
H 1.03 -1.19 -0.90
H -0.83 -3.08 -3.47
```

***

No. 4
The following is a quantum chemistry calculation of a single C2H4S2 molecule in a non-equilibrium geometry, from OMol25.

Calculated values
**Relative energy (zero: lowest compared OMol25 entry of this formula, charge and spin)**: 153.3 kJ/mol
**Multiplicity**: 1
**Total charge**: 0
**Frontier orbital gap**: 8.55 eV

The geometry in XYZ format:
```
8
C2H4S2 wB97M-V/def2-TZVPD
C 1.39 -0.03 0.04
S -0.24 -1.01 0.03
C -1.63 -0.07 0.13
S -3.15 -0.41 0.03
H 0.90 0.80 -0.61
H 2.17 -0.63 -0.53
H 1.78 0.30 1.12
H -1.23 1.03 -0.21
```

***

No. 5
The following is a quantum chemistry calculation of C5H9N as an isolated structure, from OMol25.

Calculated values
**Relative energy (zero: lowest compared OMol25 entry of this formula, charge and spin)**: 484.5 kJ/mol
**Multiplicity**: 1
**Total charge**: 0
**Frontier orbital gap**: 8.77 eV

The geometry in XYZ format:
```
15
C5H9N wB97M-V/def2-TZVPD
C -1.95 -0.34 0.45
C -0.77 0.58 0.13
C 0.36 -0.16 -0.55
C 1.68 0.68 -0.76
C 1.96 -0.36 0.17
N 2.30 -1.23 0.97
H -1.64 -1.15 1.11
H -2.76 0.21 0.94
H -2.36 -0.79 -0.46
H -0.40 1.04 1.05
H -1.13 1.41 -0.51
H 1.05 -1.22 0.49
H 0.10 -0.72 -1.45
H 1.65 1.70 -0.36
H 2.15 0.61 -1.74
```

***

No. 6
The following is a quantum chemistry calculation of an isolated ion of composition C4H8BNO6P and charge -1 in a non-equilibrium geometry, from OMol25.

Calculated values
**Multiplicity**: 1
**Total charge**: -1
**Frontier orbital gap**: 9.10 eV

The geometry in XYZ format:
```
21
C4H8BNO6P wB97M-V/def2-TZVPD
C 1.23 -0.60 1.59
C 0.42 -0.55 0.18
P -1.12 -1.67 0.04
O -0.78 -3.17 0.17
O -2.35 -1.23 1.13
O -1.70 -1.46 -1.58
C 1.37 -0.46 -1.17
O 1.25 0.87 -1.76
B 0.62 1.69 -0.70
O -0.35 2.76 -1.10
C -1.39 2.72 -0.13
N -2.34 2.85 0.62
O -0.23 0.77 0.12
H 1.87 0.35 1.68
H 1.91 -1.54 1.62
H 0.49 -0.65 2.48
H -2.30 -0.26 1.34
H -1.57 -0.52 -1.83
H 2.45 -0.63 -0.78
H 1.04 -1.24 -1.95
H 1.49 1.95 0.07
```

***

No. 7
The following is a quantum chemistry calculation of C25H48Cl3FeN4O3SSi as an isolated structure in a non-equilibrium geometry, from OMol25.

Calculated values
**Relative energy (zero: lowest compared OMol25 entry of this formula, charge and spin)**: 0.0 kJ/mol
**Multiplicity**: 6
**Total charge**: 0
**Frontier orbital gap (alpha / beta)**: 8.93 / 7.06 eV

The geometry in XYZ format:
```
86
C25H48Cl3FeN4O3SSi wB97M-V/def2-TZVPD
C 2.53 -2.09 -4.16
C 1.83 -1.44 -5.33
H 2.56 -3.18 -4.28
H 2.00 -1.84 -3.22
H 3.57 -1.73 -4.07
C 1.64 -2.01 -6.53
C 2.21 -3.34 -6.91
H 1.05 -1.51 -7.29
H 2.12 -4.09 -6.11
H 3.27 -3.27 -7.19
H 1.68 -3.71 -7.78
Fe 1.28 -0.52 3.79
Cl 2.59 1.23 3.91
Cl 0.98 -1.07 1.68
C -0.16 2.34 1.42
O -0.88 1.45 1.88
N -0.64 3.32 0.61
C -2.05 3.42 0.28
C 0.21 4.36 0.03
H 0.93 2.38 1.65
H -2.64 2.82 0.99
H -2.24 3.07 -0.75
H -2.36 4.47 0.32
H 1.20 4.29 0.49
H -0.23 5.35 0.22
H 0.29 4.23 -1.06
H 0.32 -4.53 1.95
H -0.56 -2.86 0.10
C -0.70 -4.52 2.38
C -1.54 -3.12 0.54
N -1.42 -3.34 1.96
H -0.63 -4.52 3.47
C -1.82 -2.39 2.86
O -2.28 -1.29 2.58
H -2.25 -2.31 0.34
H -1.70 -2.70 3.92
H -1.23 -5.42 2.04
H -1.88 -4.05 0.07
O 0.01 -0.26 -4.34
C 1.24 -0.07 -5.03
C -0.13 0.77 -7.01
C 1.05 0.81 -6.27
H -0.96 0.14 -6.68
C -0.23 1.56 -8.18
H 1.95 0.44 -4.36
C 2.12 1.63 -6.66
H -1.16 1.54 -8.75
C 0.86 2.33 -8.61
C 2.03 2.37 -7.84
H 3.02 1.64 -6.03
H 0.78 2.92 -9.53
H 2.88 2.99 -8.17
Si -0.86 0.56 -3.19
Cl 1.44 -2.47 4.80
C -2.65 0.19 -3.59
C -0.53 2.40 -3.38
C -0.38 -0.11 -1.51
H -2.84 0.36 -4.66
H -3.33 0.83 -3.01
H -2.90 -0.86 -3.36
H -0.42 -1.21 -1.52
H -1.03 0.25 -0.69
H 0.65 0.19 -1.27
H -0.64 2.69 -4.43
H 0.49 2.66 -3.06
H -1.23 3.01 -2.78
C 0.83 2.27 6.95
N 0.23 1.13 7.62
C -0.11 1.26 9.05
C -0.39 0.16 6.89
S -0.63 0.34 5.20
N -0.78 -0.95 7.60
C 0.20 -1.52 8.53
C -1.67 -1.94 7.01
H 1.23 2.92 7.73
H 0.09 2.84 6.35
H 1.61 1.96 6.23
H -1.15 0.94 9.23
H 0.54 0.64 9.69
H 0.01 2.31 9.32
H -0.20 -1.61 9.55
H 0.52 -2.51 8.18
H 1.07 -0.86 8.57
H -2.54 -1.49 6.53
H -1.15 -2.53 6.25
H -2.02 -2.60 7.82
```

***

No. 8
The following is a quantum chemistry calculation of a 8-piece molecular cluster, C27H29F9O24 overall in a non-equilibrium geometry, from OMol25.

Calculated values
**Multiplicity**: 1
**Total charge**: 0
**Frontier orbital gap**: 11.12 eV

The geometry in XYZ format:
```
89
C27H29F9O24 wB97M-V/def2-TZVPD
C -0.15 2.89 -0.41
C 1.06 2.24 -1.17
F 2.21 2.65 -0.46
C 1.02 0.66 -1.14
O 2.22 0.24 -0.45
C 2.60 -0.92 -1.10
O 3.00 -1.90 -0.58
O 2.38 -0.70 -2.49
C 1.05 -0.18 -2.48
C 0.50 0.38 -3.80
F 0.28 -1.35 -2.12
H -0.66 3.67 -1.02
H 0.22 3.34 0.54
H -0.90 2.11 -0.16
H 1.18 2.68 -2.19
H 0.13 0.33 -0.57
H -0.40 1.00 -3.58
H 1.21 1.02 -4.38
H 0.18 -0.50 -4.41
O -3.98 -5.77 -1.80
C -2.94 -5.23 -2.01
O -2.51 -4.11 -1.38
C -1.17 -3.87 -1.81
C -1.13 -4.59 -3.12
F 0.11 -5.09 -3.38
O -2.02 -5.66 -2.92
H -0.47 -4.29 -1.08
H -0.97 -2.80 -1.90
H -1.46 -3.99 -3.98
O 1.84 -11.26 -4.68
C 1.43 -10.26 -4.18
O 0.15 -10.09 -3.75
C 0.10 -8.82 -3.10
C 1.26 -8.10 -3.71
F 1.82 -7.23 -2.83
O 2.18 -9.14 -3.97
H 0.21 -8.96 -2.02
H -0.85 -8.32 -3.29
H 1.03 -7.57 -4.64
O 1.41 5.85 -0.21
C 0.89 6.33 0.75
O 1.46 7.29 1.53
C 0.48 7.70 2.48
C -0.43 6.50 2.52
F -1.72 6.87 2.76
O -0.35 5.99 1.21
H -0.03 8.59 2.11
H 0.93 7.92 3.44
H -0.13 5.74 3.24
O -2.51 2.76 1.35
C -3.04 3.26 2.30
O -2.47 4.23 3.07
C -3.47 4.65 4.01
C -4.38 3.46 4.05
F -5.67 3.83 4.28
O -4.28 2.93 2.75
H -3.97 5.54 3.63
H -3.02 4.87 4.98
H -4.09 2.69 4.78
O -4.03 8.20 4.91
C -4.48 7.76 5.92
O -4.82 6.45 6.10
C -5.20 6.31 7.47
C -5.59 7.71 7.85
F -5.32 7.97 9.15
O -4.74 8.50 7.03
H -4.34 5.95 8.05
H -6.01 5.60 7.58
H -6.63 7.96 7.64
O -0.08 -8.52 1.97
C 1.02 -8.16 1.69
O 1.48 -6.89 1.85
C 2.87 -6.91 1.54
C 2.98 -8.12 0.65
F 4.19 -8.72 0.78
O 1.98 -8.97 1.16
H 3.46 -7.01 2.45
H 3.17 -5.99 1.03
H 2.79 -7.92 -0.41
O 2.88 2.46 -3.78
C 3.92 2.04 -4.20
O 5.10 2.71 -4.14
C 6.11 1.83 -4.62
C 5.32 0.88 -5.47
F 5.87 -0.36 -5.46
O 4.07 0.83 -4.82
H 6.59 1.33 -3.77
H 6.87 2.37 -5.18
H 5.18 1.21 -6.51
```

***

no.,electronic energy (Eh)
1,-4303.59896
2,-369.12950
3,-1797.06670
4,-874.90175
5,-250.48240
6,-1029.80075
7,-4758.24932
8,-3750.88179